Run a
19
Properties=species:S:1:pos:R:3 method="wB97M-V/def2-TZVPD" gap_ha=0.342 smiles="C=N[C@@H]1[C@]2(C)C[C@]12C" homo_ev=-8.32
C -2.9640 -0.5354 -0.4194
C 0.7099 0.5628 -1.3318
C -0.7419 -0.0541 0.2491
C 0.4142 0.9101 0.1309
C 0.4783 -0.5613 -0.3929
C 1.0578 1.8284 1.0875
C 1.2726 -1.7862 0.0503
N -1.8908 0.0072 -0.6543
H -3.5993 -0.5370 -1.3176
H -3.3156 -1.0954 0.4178
H -0.1288 0.7707 -2.1198
H 1.7647 0.8388 -1.4347
H -0.9476 -0.3661 1.2901
H 2.1632 1.6083 1.0915
H 0.5646 1.6658 2.0632
H 0.9472 2.8929 0.7352
H 2.0274 -2.1033 -0.6084
H 0.4414 -2.4831 0.1812
H 1.7466 -1.5630 0.9822

***

Run b
19
Properties=species:S:1:pos:R:3 method="wB97M-V/def2-TZVPD" gap_ha=0.363 smiles="C1=C[C@@H]2CCCN2C1" homo_ev=-8.80
C -0.1122 -1.3834 -0.7587
C -1.2122 -0.4851 -0.9538
C -0.6843 0.9262 -0.3822
C -1.0298 0.9486 1.0765
C 0.0100 0.7751 1.8240
C 1.3460 0.8599 1.1590
C 1.1580 -0.4997 -0.9221
H -0.3379 -2.0400 -1.6991
H -0.1645 -2.2383 0.1468
H -1.9775 -1.1791 -0.3882
H -1.7049 -0.2773 -1.8881
H -1.2163 1.7359 -0.7825
H -1.8993 0.8894 1.5852
H -0.0421 0.9280 2.8721
H 1.8231 -0.1661 1.1975
H 1.9476 1.6631 1.0499
H 2.1095 -0.9372 -0.7035
H 1.0449 -0.4161 -2.1049
N 0.9420 0.8962 -0.3282

***

The calculated energies rank the structures as follows, beginning with the most stable: run a, run b.

***

Run a
8
Properties=species:S:1:pos:R:3 method="wB97M-V/def2-TZVPD" gap_ha=0.278 homo_ev=-7.73
C 1.1055 -0.8426 0.5622
C -0.6058 -0.4759 -0.8372
C -0.3856 1.2007 0.2961
N 0.2941 -1.2240 -0.3781
S 0.9082 0.7619 1.2177
Cl -1.2262 2.6310 0.2050
Br -1.9753 -0.5928 -2.0185
H 1.8852 -1.4583 0.9529

***

Run b
8
Properties=species:S:1:pos:R:3 method="wB97M-V/def2-TZVPD" gap_ha="0.270 / 0.270" homo_ev="-8.23 / -8.23"
C -0.9099 0.6464 0.0099
C 1.2743 1.4199 0.6186
C -0.0872 -1.7590 -0.1666
N 0.2863 0.9397 0.1288
S -1.5823 -0.9914 0.0142
Cl -0.0811 -3.4262 -0.2642
Br 2.8365 1.6914 -0.2843
H -1.7367 1.4792 -0.0563

***

The calculated energies rank the structures as follows, beginning with the most stable: run a, run b.

***

Run a
13
Properties=species:S:1:pos:R:3 method="wB97M-V/def2-TZVPD" gap_ha="0.266 / 0.254" homo_ev="-8.11 / -7.98"
C 1.4457 0.0951 -0.3295
C -0.0081 -0.0482 -0.0924
C -0.9094 1.0920 -0.3279
C -0.5713 -1.2240 0.6041
O -1.4898 -0.8201 1.4484
H 1.6673 0.7713 -1.1607
H 1.8996 0.5322 0.5728
H 1.9198 -0.8829 -0.4779
H -0.8623 -1.9253 -0.2471
H -1.9473 0.7492 -0.2644
H -0.6596 1.6120 -1.2599
H -0.7926 1.8174 0.4900
H 0.3079 -1.7685 1.0444

***

Run b
13
Properties=species:S:1:pos:R:3 method="wB97M-V/def2-TZVPD" gap_ha=0.327 smiles="C=CC.C=O" homo_ev=-8.82
C -1.0090 0.9481 0.0532
C -0.6691 -1.3094 0.1144
C -0.2441 -0.2272 -0.5346
C 1.8666 0.1152 0.1607
O 2.4695 -0.7539 -0.4328
H -2.0079 0.5831 0.3561
H -0.5494 1.4460 0.9104
H -1.1855 1.5913 -0.8034
H -1.1884 -2.0905 -0.4104
H -0.7619 -1.2228 1.2032
H 0.0262 -0.2582 -1.5956
H 1.7645 1.1554 -0.2201
H 1.4992 0.0156 1.2039

***

The calculated energies rank the structures as follows, beginning with the most stable: run a, run b.

***

Run a
13
Properties=species:S:1:pos:R:3 method="wB97M-V/def2-TZVPD" gap_ha="0.344 / 0.325" homo_ev="-9.73 / -9.34"
C -1.2900 -0.8222 -0.0467
C -0.1488 0.1266 -0.3336
C 1.2398 -0.4504 0.0699
C -0.0526 1.4513 0.2891
O 0.0137 0.7366 -1.5267
H -1.2718 -1.0833 1.0191
H -2.2598 -0.3798 -0.2848
H -1.1615 -1.7357 -0.6343
H 1.2820 -0.6795 1.1379
H 2.0372 0.2675 -0.1772
H 1.3905 -1.3382 -0.5387
H -0.3847 2.3771 -0.1415
H 0.6061 1.5300 1.1674

***

Run b
13
Properties=species:S:1:pos:R:3 method="wB97M-V/def2-TZVPD" gap_ha=0.342 smiles="CC(C)=CO" homo_ev=-8.42
C -1.4607 0.3042 0.5827
C -0.0631 0.1241 0.0561
C 0.4089 -1.2968 -0.0974
C 0.7029 1.1828 -0.2242
O 1.9211 1.1727 -0.8380
H -2.1757 -0.2262 -0.0610
H -1.5840 -0.1060 1.5930
H -1.7579 1.3574 0.6021
H 1.9953 0.3339 -1.3088
H 1.4260 -1.3723 -0.4980
H -0.2538 -1.8926 -0.7372
H 0.4245 -1.7765 0.8910
H 0.4164 2.1954 0.0397

***

Run c
13
Properties=species:S:1:pos:R:3 method="wB97M-V/def2-TZVPD" gap_ha=0.341 homo_ev=-8.60
C -0.4393 -1.0176 -1.4084
C 0.6196 -0.2854 -0.5661
C -0.1397 0.8411 0.0438
C -0.4160 0.6439 1.4875
O 0.8254 1.3828 1.5851
H 0.0166 -1.8472 -1.9547
H -1.2352 -1.4227 -0.7734
H -0.8958 -0.3322 -2.1288
H 1.4059 0.0907 -1.2305
H 1.0782 -0.9756 0.1599
H 0.6926 2.0918 0.8975
H -1.2588 1.1703 1.9458
H -0.2536 -0.3399 1.9424

***

Run d
13
Properties=species:S:1:pos:R:3 method="wB97M-V/def2-TZVPD" gap_ha=0.345 homo_ev=-9.08
C -1.6571 -0.3362 -0.7273
C -0.6174 0.1400 0.2720
C 0.1372 1.4260 0.3897
C -0.0741 -0.9417 1.0835
O -0.6592 -0.2668 -1.6437
H -2.0863 -1.3646 -0.3739
H -2.6947 0.2152 -1.0329
H 0.7715 1.3117 1.2522
H -0.5497 2.2466 0.4507
H 0.8383 1.6236 -0.4141
H 0.6196 -0.5204 1.7822
H 0.4374 -1.6607 0.4822
H -0.8633 -1.3975 1.5989

***

The calculated energies rank the structures as follows, beginning with the most stable: run b, run d, run a, run c.

***

Run a
13
Properties=species:S:1:pos:R:3 method="wB97M-V/def2-TZVPD" gap_ha=0.377 smiles="C/C=C/CO" homo_ev=-9.21
C 0.3784 -0.9742 2.2510
C -0.5329 0.6375 -1.1532
O 0.6754 0.7578 -1.9008
C -0.4649 -0.4608 -0.1266
C -0.1592 -0.1503 1.1348
H 0.3669 -2.0403 2.0302
H 1.4426 -0.7469 2.2934
H -0.0148 -0.6856 3.2164
H -0.8268 1.6228 -0.8060
H -1.2679 0.1911 -1.8416
H 0.5986 1.4480 -2.5717
H -0.8708 -1.3913 -0.3942
H -0.2044 0.9117 1.3857

***

Run b
13
Properties=species:S:1:pos:R:3 method="wB97M-V/def2-TZVPD" gap_ha=0.384 smiles="CC(C)C=O" homo_ev=-9.39
C 1.3341 0.5175 0.4584
C 0.1922 -0.4459 0.0623
C -0.4248 -0.0440 -1.2487
C -1.1962 -0.3638 1.1271
O -2.1288 0.0309 0.4723
H 2.2745 0.5473 -0.1319
H 0.9425 1.5406 0.4585
H 1.6017 0.2390 1.4725
H 0.5719 -1.4776 -0.0869
H -1.1877 -0.7161 -1.6640
H 0.5482 -0.2164 -1.7315
H -0.7407 1.0070 -1.3352
H -1.5445 -0.5296 2.2107

***

The calculated energies rank the structures as follows, beginning with the most stable: run a, run b.

***

Run a
13
Properties=species:S:1:pos:R:3 method="wB97M-V/def2-TZVPD" gap_ha=0.316 homo_ev=-8.87
C 0.3008 -1.5157 0.9465
O 0.1190 -0.1135 0.7835
C -0.8397 0.2452 -0.1320
C -1.2971 1.4929 -0.1991
C 1.3859 0.3124 -1.2495
H 0.5534 -1.9821 -0.0138
H -0.5998 -1.9783 1.3695
H 1.1328 -1.6485 1.6433
H -1.1674 -0.5534 -0.7967
H -2.0056 1.7726 -0.9719
H -0.9570 2.2601 0.4913
H 1.2113 1.3987 -1.4134
H 2.1633 0.3096 -0.4577

***

Run b
13
Properties=species:S:1:pos:R:3 method="wB97M-V/def2-TZVPD" gap_ha=0.388 smiles="CCC(C)=O" homo_ev=-9.63
C -1.4656 -0.1190 -0.4110
C -0.4248 -0.8263 0.4788
C 0.9286 -0.5036 0.0037
C 1.2956 0.9496 0.0182
H -1.3259 0.9197 -0.1613
H -2.5051 -0.3839 -0.2001
H -1.2249 -0.3154 -1.4851
H -0.5908 -1.9319 0.4874
H -0.5332 -0.4785 1.5455
H 2.3771 1.0524 0.1207
H 0.9613 1.5333 -0.9059
H 0.8178 1.4729 0.8628
O 1.6898 -1.3692 -0.3539

***

The calculated energies rank the structures as follows, beginning with the most stable: run b, run a.

***

Run a
12
Properties=species:S:1:pos:R:3 method="wB97M-V/def2-TZVPD" gap_ha=0.331 smiles="C#CCC(=O)C(=O)O" homo_ev=-9.67
C 1.3482 -0.4842 0.2149
C 0.7491 0.8618 0.0735
C -0.6765 1.0400 0.4444
C -1.6651 0.3144 -0.1883
C -2.0552 -0.9243 -0.6985
H 2.0414 -1.7870 -0.4623
H -0.8053 2.2555 0.5799
H -0.7635 0.6547 1.3540
H -2.7192 -1.6353 -1.1011
O 2.3306 -0.7078 -0.7149
O 0.7946 -1.3425 0.8876
O 1.4210 1.7547 -0.3891

***

Run b
12
Properties=species:S:1:pos:R:3 method="wB97M-V/def2-TZVPD" gap_ha=0.332 smiles="O=c1cccc(O)o1" homo_ev=-8.75
C -1.0060 -0.5067 -0.0232
C -0.8660 0.8218 -0.0616
C 0.4086 1.3648 0.1063
C 1.4777 0.6369 0.1349
C 1.3175 -0.8806 -0.0793
H -2.4607 -2.1139 -0.0287
H -1.7687 1.4736 -0.2489
H 0.5584 2.4255 -0.0392
H 2.4586 1.0014 0.0888
O -2.2712 -1.0456 -0.0317
O 2.1608 -1.6536 -0.1391
O -0.0090 -1.5237 0.3217

***

Run c
12
Properties=species:S:1:pos:R:3 method="wB97M-V/def2-TZVPD" gap_ha=0.328 smiles="O=Cc1cc(O)co1" homo_ev=-8.81
C 1.4049 -0.2776 0.0256
C 1.2923 1.0560 -0.0777
C -0.6660 0.5218 0.2456
C -2.2053 0.1839 -0.1964
C -0.1012 -0.6155 0.3574
H 1.8852 -1.9220 0.0932
H 1.9881 1.9899 -0.2952
H -2.9067 1.1360 -0.4953
H -0.4664 -1.6841 0.3530
O 2.4177 -1.0908 -0.1349
O 0.1043 1.6190 0.1484
O -2.7469 -0.9167 -0.0238

***

The calculated energies rank the structures as follows, beginning with the most stable: run b, run c, run a.